The following is a DFT calculation (ωB97M-V/def2-TZVPD) of C34H35MnN2O as an isolated structure in a non-equilibrium geometry.

## Properties
- LUMO (spin up / spin down) (eV) = 2.54 / 2.54
- spin multiplicity = 6
- DFT total energy (hartree) = -2652.33985
- relative energy (zero: lowest compared OMol25 entry of this formula, charge and spin) (eV) = 0.000
- total charge = -1

Structure (XYZ):
```
73
Properties=species:S:1:pos:R:3:forces:R:3
C 2.427107 0.015510 0.756559 1.4 0.7 -1.1
C 2.281202 -0.797615 -0.417493 2.0 1.2 -0.8
C 1.589627 -0.018045 -1.409501 1.8 0.6 -0.4
H 2.728409 -1.778847 -0.566114 -0.4 0.2 0.1
C 1.296975 1.263694 -0.839731 1.2 0.2 -0.2
C 1.833105 1.284097 0.485561 1.3 0.4 -0.7
H 0.862003 2.116847 -1.361606 0.0 -0.3 0.3
C -1.307961 -1.581265 1.207249 -0.5 -1.5 -0.4
C -0.154856 -2.287366 0.713296 -1.7 -1.1 -0.6
C -0.159769 -2.121106 -0.731301 -2.3 -2.0 0.0
H 0.499593 -2.948982 1.270645 -0.1 0.3 0.0
C -1.366086 -1.425017 -1.094182 0.7 -1.1 0.3
C -2.009315 -1.024503 0.107044 -0.2 -0.7 0.1
H 1.437592 -0.281286 -2.455583 -0.1 -0.1 0.4
H 1.887538 2.169187 1.115919 -0.4 -0.4 0.0
H 3.016441 -0.235083 1.637357 -0.5 0.0 -0.2
H -2.966513 -0.501379 0.156115 0.4 -0.1 0.1
H 0.488927 -2.637594 -1.434526 -0.1 0.3 0.3
H -1.695230 -1.626981 2.223610 0.5 0.4 -0.2
Mn 0.346560 -0.338406 0.281872 -2.9 2.1 2.9
C -1.939523 -1.266215 -2.488444 0.2 0.7 0.1
C -3.448695 -1.552559 -2.461318 0.0 -0.1 -0.2
C -1.279034 -2.216482 -3.500220 -0.2 0.1 0.0
H -3.615824 -2.586322 -2.132668 0.0 0.2 0.1
H -3.860590 -1.427314 -3.466240 0.0 0.0 0.2
H -3.975464 -0.871057 -1.785012 0.1 -0.2 -0.1
H -1.439986 -3.255850 -3.185554 0.1 0.2 -0.1
H -0.201166 -2.036272 -3.607050 -0.2 0.0 0.1
H -1.753551 -2.076426 -4.478780 0.1 0.0 0.1
C -1.653986 0.206555 -2.879781 -0.1 0.1 -0.5
C -2.194029 0.692127 -4.221758 -0.1 -0.3 -0.2
H -0.561285 0.353610 -2.885646 -0.4 0.0 0.1
H -2.061575 0.891102 -2.111543 0.1 -0.3 -0.2
O -3.093375 0.152365 -4.863527 0.5 0.5 0.3
N -1.593377 1.827235 -4.708081 -0.1 0.4 0.1
C -0.430205 2.525207 -4.168908 -0.3 -0.2 0.1
H -2.034833 2.212175 -5.533781 0.2 -0.2 0.1
C 0.898281 1.910196 -4.584518 0.2 -0.1 -0.3
C 2.083172 2.543632 -4.193554 0.0 -0.3 -0.1
H 2.010526 3.462000 -3.605687 0.2 -0.3 -0.1
C 3.323399 2.005790 -4.542938 -0.3 0.0 -0.1
H 4.237568 2.502719 -4.213322 -0.2 -0.2 -0.1
C 3.387144 0.838201 -5.314457 -0.2 0.0 0.1
H 4.355498 0.425104 -5.601064 -0.3 0.1 0.1
C 2.207958 0.205501 -5.718794 -0.1 0.3 0.2
H 2.236187 -0.705124 -6.320104 0.1 0.3 0.2
C 0.963814 0.741858 -5.354893 0.3 0.1 0.1
H 0.041659 0.259016 -5.687126 0.3 0.1 0.2
H -0.484296 2.559061 -3.067049 0.0 0.0 -0.4
H -0.475127 3.569111 -4.511320 0.0 -0.3 0.1
C -1.210829 4.572320 2.779731 0.0 0.1 -0.1
C -1.601367 3.812377 1.666662 0.2 0.0 0.3
C -1.248701 2.470096 1.563157 0.3 0.0 0.4
C -0.462109 1.847139 2.579882 0.1 -0.6 0.1
C -0.030144 2.655044 3.665771 -0.2 0.3 -0.1
C -0.416185 3.985725 3.775069 -0.2 -0.3 -0.4
N -0.072067 0.523896 2.464304 -0.1 0.3 0.3
C 0.096973 -0.257882 3.594517 -0.1 0.4 -0.1
C 1.033736 -1.334155 3.615470 -0.2 0.3 -0.1
C 1.134276 -2.185231 4.709437 -0.3 0.3 0.2
C 0.344710 -1.976020 5.849123 0.1 -0.1 0.0
C -0.574614 -0.919777 5.864353 0.2 0.0 -0.4
C -0.712781 -0.090715 4.753295 0.2 -0.2 0.1
H -1.519433 5.614077 2.868884 0.1 -0.2 0.0
H -2.196660 4.271240 0.870619 0.1 -0.1 0.3
H -1.589548 1.870806 0.713757 0.1 0.1 0.3
H 0.601543 2.199225 4.429665 -0.2 0.1 -0.2
H -0.100513 4.560453 4.646239 0.0 0.0 -0.2
H 1.689592 -1.474637 2.754111 -0.3 0.0 0.3
H 1.844855 -3.015476 4.670724 -0.2 0.3 0.1
H 0.446819 -2.631267 6.714407 0.0 0.1 -0.2
H -1.191022 -0.731841 6.744802 0.1 -0.1 -0.2
H -1.445965 0.717402 4.760071 0.2 -0.2 0.0
```
Positions in Å, forces in eV/Å.

Atomic partial charges in e from the Löwdin method, atoms 1 to 5: -0.17 -0.19 -0.20 0.11 -0.16


The following is a DFT calculation (ωB97M-V/def2-TZVPD) of C4H9NO4 as an isolated structure in a non-equilibrium geometry.

## Properties
- LUMO (eV) = 0.65
- DFT total energy (hartree) = -513.43465
- relative energy (zero: lowest compared OMol25 entry of this formula, charge and spin) (eV) = 3.888
- total charge = 0

Structure (XYZ):
```
18
Properties=species:S:1:pos:R:3:forces:R:3
C 0.920749 -0.156304 1.743606 0.1 -1.9 0.2
C 0.094879 -1.348220 0.485280 2.6 0.5 2.1
O 1.131593 1.219365 2.010392 -0.8 0.3 -0.8
O 0.838622 -2.214199 0.104530 -0.5 0.2 0.1
H 0.258648 1.649871 1.971807 0.3 0.0 0.1
H 0.348446 -0.584801 2.574292 -0.1 0.0 0.1
H 1.921411 -0.590074 1.806001 -0.1 -0.2 -0.4
H -0.857023 -1.511515 1.009924 -0.6 0.2 -0.9
C -1.527966 -0.347512 -1.858915 0.3 0.2 0.3
N -0.247204 -0.249522 -1.140500 0.0 1.5 0.2
C 0.025544 0.970479 -0.403367 -1.6 0.2 -2.6
O 1.263968 1.415896 -0.716647 -0.4 -0.6 0.9
O -0.876223 1.561842 0.157431 1.3 -0.6 0.0
H 1.656706 1.762828 0.107061 -0.1 0.2 0.1
H 0.540212 -0.486032 -1.740024 0.0 -0.1 0.4
H -1.487106 0.242458 -2.774264 -0.1 0.1 0.0
H -1.707050 -1.386677 -2.132957 -0.1 0.0 0.2
H -2.298206 0.052118 -1.203649 -0.1 -0.2 -0.1
```
Positions in Å, forces in eV/Å.

Atomic partial charges in e from the natural (NBO) method, atoms 1 to 5: -0.22 0.42 -0.74 -0.61 0.49


The following is a DFT calculation (ωB97M-V/def2-TZVPD) of C20H21F4MnN3O8S as an isolated structure in a non-equilibrium geometry.

## Properties
- LUMO (spin up / spin down) (eV) = -3.63 / -3.63
- spin multiplicity = 5
- DFT total energy (hartree) = -3489.41320
- total charge = +1

Structure (XYZ):
```
58
Properties=species:S:1:pos:R:3:forces:R:3
Mn -4.405935 -0.624741 -0.317165 0.3 1.6 0.9
F 1.704684 -1.138109 -3.006575 0.1 0.0 0.0
C 1.410098 -0.951485 -1.703678 -0.1 -0.1 0.0
C 0.098472 -1.008521 -1.332256 0.0 0.0 -0.1
C -0.267484 -0.876822 0.008004 0.2 0.0 0.0
C -1.660820 -0.966962 0.391279 -0.1 0.2 0.5
O -2.534933 -1.167694 -0.490792 0.0 -0.3 -0.5
C -1.936574 -0.838329 1.776633 -0.2 -0.2 -0.2
C -0.916640 -0.639120 2.655125 0.1 0.0 -0.1
N 0.376762 -0.515532 2.297788 -0.1 0.1 0.1
C 1.382760 -0.287840 3.312912 0.1 -0.1 0.0
C 2.070524 1.046735 3.366121 0.1 0.1 0.0
C 1.085559 0.663101 4.427598 -0.1 0.0 0.0
C 0.733459 -0.654724 0.968123 -0.1 -0.1 -0.2
C 2.067662 -0.575128 0.557826 0.2 0.0 -0.1
C 2.439228 -0.732046 -0.771051 -0.2 0.0 0.2
N 3.802588 -0.632278 -1.116762 0.1 0.0 -0.1
C 4.805259 -1.325916 -0.324992 0.0 0.0 -0.1
C 5.977855 -0.359350 -0.094249 -0.2 -0.4 0.3
N 6.029252 0.579790 -1.263672 0.1 0.0 -0.1
C 5.717458 -0.146341 -2.533444 -0.2 -0.2 -0.2
C 4.224084 -0.509303 -2.512594 -0.1 0.0 0.1
C -3.331411 -0.965606 2.348706 0.6 0.4 -0.2
O -3.475390 -1.093783 3.538836 -0.1 -0.1 0.1
O -4.294264 -0.884583 1.480029 -0.7 -0.3 0.2
H -0.670220 -1.173908 -2.076195 0.0 0.0 0.0
H -1.152769 -0.581990 3.709430 0.1 0.0 0.0
H 1.961723 -1.175840 3.539368 0.0 0.0 0.0
H 1.761031 1.795743 2.648737 -0.1 0.0 0.0
H 3.122077 1.074468 3.619659 0.0 -0.1 0.0
H 0.130056 1.168813 4.425883 0.0 0.0 0.0
H 1.452714 0.408953 5.410833 0.0 0.0 0.0
H 2.830261 -0.357720 1.290197 0.0 0.0 0.0
H 5.152277 -2.225076 -0.847994 0.0 0.0 0.0
H 4.404601 -1.649814 0.629556 0.0 0.0 0.0
H 6.923709 -0.893661 -0.026466 0.1 0.1 -0.1
H 5.841333 0.234609 0.807032 0.0 0.1 -0.1
H 6.933159 1.047557 -1.313811 0.0 0.0 0.0
H 5.305321 1.288162 -1.130756 0.0 0.1 0.0
H 6.352845 -1.028485 -2.569925 0.1 0.0 0.1
H 5.953972 0.484025 -3.386810 0.0 0.1 0.1
H 4.078874 -1.424004 -3.093260 0.0 0.0 0.0
H 3.642412 0.281040 -2.982829 0.0 0.0 0.0
C -4.861538 3.434261 -0.007266 -0.1 -0.1 0.1
C -4.530296 1.970047 -0.048006 0.4 -0.2 0.1
O -5.488596 1.135223 -0.167739 0.0 -0.7 0.0
O -3.352154 1.554677 0.012230 0.0 -0.1 -0.1
H -5.880089 3.570871 0.346923 0.0 0.1 0.0
H -4.787498 3.830048 -1.020891 0.0 0.0 0.0
H -4.154909 3.961494 0.628091 0.0 0.0 0.0
F -7.924376 0.779765 -1.857619 0.1 0.0 0.1
C -6.981786 0.491341 -2.736076 -0.1 0.0 -0.1
F -7.545060 0.283159 -3.921050 -0.1 0.0 0.0
F -6.137820 1.511656 -2.858386 -0.1 -0.1 0.1
S -6.068439 -1.088653 -2.268850 -0.7 -0.1 -0.8
O -4.634749 -0.641834 -2.219294 0.4 0.0 -0.2
O -6.382978 -2.004876 -3.303141 0.1 -0.1 0.0
O -6.395315 -1.455463 -0.893319 0.2 0.1 0.2
```
Positions in Å, forces in eV/Å.

Atomic partial charges in e from the natural (NBO) method, atoms 1 to 5: 1.70 -0.32 0.32 -0.18 -0.08


The following is a DFT calculation (ωB97M-V/def2-TZVPD) of C31H43FIrN3P2 as an isolated structure in a non-equilibrium geometry.

## Properties
- LUMO (spin up / spin down) (eV) = -4.71 / -7.59
- spin multiplicity = 5
- DFT total energy (hartree) = -2257.61730
- relative energy (zero: lowest compared OMol25 entry of this formula, charge and spin) (eV) = 1.190
- total charge = +2

Structure (XYZ):
```
81
Properties=species:S:1:pos:R:3:forces:R:3
Ir 1.292168 -1.054179 0.332697 0.0 -1.0 -0.2
C -2.773548 0.925393 1.565559 0.1 0.0 0.0
C -1.561016 1.825113 1.856057 -0.2 0.1 0.0
C -1.952993 2.928144 2.843226 0.1 -0.1 -0.1
C -1.035480 2.342919 0.524814 0.3 -0.5 0.2
C -1.760732 3.345338 -0.153351 -0.1 0.0 0.0
C -1.207532 3.968522 -1.291792 0.1 0.1 -0.2
C -0.169199 3.391989 -1.938783 -0.1 0.1 0.1
C 0.270808 1.990451 -1.584961 0.3 0.1 0.0
C 1.719748 1.764133 -2.134981 0.0 -0.1 0.1
C 2.755022 2.561426 -1.331940 -0.1 0.0 -0.1
C 2.142918 0.304707 -2.281388 -0.1 0.2 0.0
C 0.108098 1.824036 -0.059610 -0.5 0.5 -0.2
N 1.048767 1.064857 0.671182 0.1 -0.6 0.7
C 1.711264 1.709890 1.689076 0.1 0.1 -0.4
C 1.500882 3.073332 2.010968 0.0 0.2 0.0
C 2.129086 3.666156 3.080738 -0.1 0.1 -0.1
C 3.033255 2.952853 3.864001 0.0 -0.1 0.0
C 3.352869 1.644834 3.520021 0.0 0.1 0.1
C 2.715657 1.070410 2.454494 0.0 -0.2 -0.1
F 3.098159 -0.170522 2.097025 -0.1 -0.1 0.0
H -3.213409 0.577029 2.500343 0.0 0.0 0.0
H -2.489592 0.047924 0.979099 0.0 0.0 0.0
H -3.541612 1.472150 1.015906 0.0 0.0 0.0
H -0.796053 1.204478 2.324095 0.1 0.0 0.0
H -2.790703 3.521142 2.475914 0.0 0.0 0.0
H -1.119308 3.600354 3.040978 0.0 0.0 0.0
H -2.256242 2.480308 3.789145 0.0 0.0 0.0
H -2.654989 3.753510 0.296302 0.0 0.0 0.0
H -1.586307 4.930719 -1.613574 0.0 0.0 0.0
H 0.347377 3.906058 -2.738227 0.0 0.0 -0.1
H 1.719465 2.185346 -3.142489 0.0 0.0 0.0
H 3.136134 1.987718 -0.488976 0.0 0.0 0.0
H 2.330124 3.492953 -0.953045 0.1 0.0 0.0
H 3.603686 2.814911 -1.965726 0.0 0.0 0.0
H 2.212807 -0.199041 -1.289873 0.2 0.1 -0.3
H 3.139560 0.248723 -2.719756 0.0 0.0 0.0
H 1.459908 -0.264648 -2.915377 0.0 -0.1 0.0
H 0.826676 3.651631 1.397766 0.0 0.0 0.1
H 1.923197 4.702389 3.312438 0.0 0.0 0.0
H 3.508768 3.418727 4.715432 0.0 0.0 0.0
H 4.103598 1.082629 4.058792 0.0 0.0 0.0
C 0.286808 -3.564112 -2.553418 0.3 0.2 0.2
P -0.074459 -2.478799 -1.121482 -0.3 0.5 0.4
C -1.453397 -1.397470 -1.828232 0.2 -0.3 0.1
C -0.924468 -3.632846 0.007195 0.1 0.1 0.0
C -2.049257 -4.341886 -0.409575 0.0 0.0 0.0
C -2.649028 -5.264585 0.431428 0.0 0.0 0.0
C -2.120585 -5.495888 1.692852 0.0 0.0 0.0
C -1.003495 -4.794195 2.117254 0.1 0.0 0.0
C -0.397026 -3.856974 1.285647 0.0 0.1 0.0
P 1.111058 -2.962165 1.794685 -0.1 0.1 -0.1
C 2.421530 -4.197397 1.480245 0.0 0.2 0.0
C 1.091707 -2.873642 3.611776 0.0 0.2 -0.1
H -0.620577 -4.063638 -2.890157 0.0 0.0 0.0
H 1.007755 -4.323165 -2.250277 0.0 0.0 0.0
H 0.716167 -2.983694 -3.370392 0.0 0.0 0.0
H -2.402921 -1.675137 -1.368288 0.0 0.0 -0.1
H -1.511429 -1.540770 -2.903464 0.0 0.0 0.0
H -0.784475 0.031470 -0.525761 0.0 0.0 0.0
H -2.462099 -4.181295 -1.399079 0.0 0.0 0.0
H -3.520872 -5.811872 0.099032 0.0 0.0 0.0
H -2.576466 -6.227889 2.345866 0.0 0.0 0.0
H -0.598563 -4.989278 3.102104 0.0 0.0 0.0
H 2.194333 -5.120575 2.013723 0.0 0.0 0.0
H 3.373426 -3.798399 1.832481 0.0 0.0 0.0
H 2.500515 -4.408268 0.414563 0.0 0.0 0.0
H 1.094153 -3.867557 4.057543 0.0 0.0 0.0
H 0.226081 -2.310951 3.958465 0.0 0.0 0.0
H 1.996526 -2.351806 3.924452 0.0 0.0 0.0
C -0.757515 2.023845 -4.485555 0.1 0.2 -0.1
N -1.278315 1.144144 -3.439851 0.2 -0.1 0.0
C -2.581751 0.566861 -3.778930 -0.2 0.0 -0.1
C -0.737245 0.983721 -2.245720 -0.2 0.0 0.1
N -1.120064 -0.029628 -1.481919 -0.1 0.2 0.0
H -1.203858 3.015661 -4.416626 0.0 0.0 0.0
H -1.021744 1.594699 -5.449838 0.0 -0.1 0.0
H 0.322257 2.109048 -4.442738 0.0 0.0 0.0
H -3.176803 1.349516 -4.249526 0.1 0.0 0.0
H -3.102973 0.238865 -2.884949 0.0 0.0 0.0
H -2.494217 -0.258760 -4.485753 0.0 0.0 0.0
```
Positions in Å, forces in eV/Å.

Atomic partial charges in e from the Löwdin method, atoms 1 to 5: 0.71 -0.04 -0.36 -0.04 -0.18